The following is a quantum chemistry calculation of the ion C7H7N2O with charge +1, from OMol25.

Summary:
E_tot in a.u.: -455.2704
HOMO-LUMO gap in eV: 6.9
SMILES: C=C1C=CC=C/C1=[NH+]/N=O
Highest occupied orbital energy in eV: -13.68
E_LUMO in eV: -6.74
ΔE to the lowest compared entry with this formula, charge and spin in kJ/mol: 399.0

The geometry in ORCA input format:
```
! RIJCOSX wB97M-V def2-TZVPD def2/J DEFGRID3
* xyz 1 1
C 1.6294 1.4203 -0.9078
C 1.7661 0.1371 -1.4147
C 0.6587 1.6514 0.0414
C 0.9522 -0.9480 -0.9029
C -0.2531 0.5996 0.4668
C -0.1596 -0.7386 -0.1505
C -1.2598 1.0373 1.2365
N -1.1132 -1.7303 0.2146
N -1.6872 -1.7110 1.4145
O -2.4628 -2.5704 1.7160
H 2.2523 2.2266 -1.1690
H 2.5412 -0.0850 -2.2876
H 0.5991 2.6045 0.6403
H 1.1215 -1.7595 -1.5706
H -1.1836 2.1294 1.4713
H -2.1124 0.3900 1.5678
H -1.2887 -2.6532 -0.3660
*
```